Density functional theory data (ωB97M-V with the def2-TZVPD basis set) for a structure of composition C24H33CoN7O3S.

ORCA input file:
```
! RIJCOSX wB97M-V def2-TZVPD def2/J DEFGRID3
* xyz 2 2
Co -0.17711 0.26326 0.45017
C 2.78562 4.44810 0.80219
N 2.17331 3.91975 -0.41691
C 2.39967 4.39771 -1.69170
C 1.66542 3.66043 -2.53043
N 0.96443 2.71175 -1.76247
C 1.31044 2.89465 -0.45600
S 0.82334 2.13830 0.98617
C 0.04650 1.77797 -2.34758
C -0.25522 1.94180 -3.69789
C -1.10958 1.05510 -4.31450
C -1.64618 0.01892 -3.57012
C -1.30295 -0.06215 -2.24315
N -0.47580 0.79867 -1.60909
H 3.42287 5.27970 0.51880
H 3.37598 3.67024 1.28126
H 2.00901 4.79285 1.48113
H 3.06838 5.21901 -1.87809
H 1.59779 3.72738 -3.59569
H 0.15026 2.75425 -4.27281
H -1.34914 1.17922 -5.36186
H -2.31786 -0.70950 -3.99991
H -1.69328 -0.85827 -1.63191
C -0.27168 -2.83525 2.22802
C -0.60378 -2.78854 0.75973
O -1.12899 -1.47696 0.36740
H 0.22407 -3.77843 2.46154
H -1.16931 -2.77832 2.84643
H 0.39985 -2.02314 2.51289
H -1.36469 -3.51895 0.48743
H 0.26060 -2.95201 0.12567
H -1.99383 -1.38139 0.78781
O -6.78909 1.91189 -1.57262
C -7.00012 1.62652 -0.20942
N -5.66018 1.59058 0.34821
C -5.44341 1.17829 1.61198
O -6.31870 0.80507 2.36506
C -4.00901 1.16445 2.08086
C -3.75341 1.35383 3.43478
C -2.44763 1.30475 3.88596
C -1.43637 1.03445 2.98117
N -1.67820 0.80574 1.68496
C -2.94537 0.88881 1.24552
H -7.63594 2.09615 -1.99150
H -7.47212 0.65538 -0.05085
H -7.59793 2.39860 0.28214
H -4.95365 2.08243 -0.17406
H -4.58509 1.53114 4.10459
H -2.20324 1.46470 4.92633
H -0.40281 0.98352 3.30056
H -3.10051 0.71018 0.18601
N 1.56322 -0.73828 0.22536
C 2.54514 -1.35001 0.15901
N 3.64380 -2.03449 0.08478
C 4.23414 -2.67618 1.28223
C 4.31853 -4.17695 1.06390
C 5.05637 -4.49686 -0.23465
C 4.39319 -3.81003 -1.42664
C 4.30742 -2.30908 -1.20959
H 3.63012 -2.40518 2.14651
H 5.22870 -2.24402 1.41824
H 3.30576 -4.59074 1.02557
H 4.81914 -4.63021 1.92027
H 5.08498 -5.57427 -0.39254
H 6.09630 -4.16475 -0.15339
H 3.38405 -4.20818 -1.57043
H 4.94817 -4.00193 -2.34573
H 3.75159 -1.79801 -1.99353
H 5.30400 -1.86341 -1.15558
*
```

## Properties
⟨S²⟩: 0.7882
Energy above the lowest of the compared OMol25 structures with the same formula, charge and spin in kJ/mol: 68.63

Atomic partial charges in e from the Löwdin method, atoms 1 to 5: 0.26, -0.01, -0.11, 0.00, 0.00